[1]
52
Properties=species:S:1:pos:R:3:forces:R:3:lowdin_spin:R:1 method="wB97M-V/def2-TZVPD" homo_lumo_gap_ev="5.992 / 5.215" lumo_energy_ev="-12.52 / -13.28" multiplicity=2 total_charge=+3 e_homo_ev="-18.51 / -18.50"
H 1.64238 -2.65056 -3.06565 -0.0193 -0.1643 0.0960 0.00
H -0.62557 -4.24736 -0.21855 0.1028 0.2696 -0.1115 0.00
H 1.92592 -3.74945 0.15392 -0.2237 0.2456 -0.2166 0.00
H -2.37435 2.46049 -0.60551 0.0226 0.3982 -0.0211 0.00
S -2.51971 -0.38856 0.55026 -1.1769 -0.1305 -0.8877 0.56
H -0.23152 -0.98240 -4.40945 0.1528 0.6197 0.1461 0.00
C 1.23183 0.17899 -3.38297 5.2327 0.7943 -0.7133 0.12
H 1.38355 4.36540 -0.72237 -0.0836 -0.2206 0.0008 0.00
C -1.51540 3.10721 -0.39404 -0.3816 -0.6045 0.4406 0.00
C 0.09909 -0.18417 4.95367 0.4490 0.4323 -0.3748 0.00
H -3.37007 -0.92689 3.33330 -0.0260 -0.0884 0.1968 0.01
H -0.08976 -3.04501 -3.19299 0.1170 -0.2107 -0.0190 0.00
C 1.34881 3.31903 -0.39583 0.3309 -0.3651 0.2329 0.00
H -0.40201 0.80907 -4.60694 0.3226 -0.5307 0.3436 0.00
H 1.07548 0.05031 5.36872 -0.1781 -0.2105 0.1963 0.00
H -1.69572 4.12215 -0.76766 0.0122 -0.1242 0.0646 0.00
C -0.07552 3.22602 -2.86585 -0.1094 -0.5629 -0.3907 0.00
C -1.37963 -0.17389 3.05820 -0.1926 -0.1940 0.3606 0.02
C 0.79010 -3.09843 -2.54429 -0.3575 0.6794 -0.5281 0.01
Cl -2.33566 0.22884 -2.34201 1.7450 0.0164 0.2817 0.16
O 2.39827 0.37576 -3.24215 -4.7693 -0.7803 -0.0760 0.19
V -0.37872 0.15308 -1.14484 -3.2813 -1.0720 1.5642 -0.29
H -1.08191 -2.83189 0.79626 0.2119 -0.2314 -0.2221 0.00
O 2.08785 -0.47749 2.38438 -1.1802 0.9082 -0.7009 0.01
H 0.88153 -0.07764 -5.48060 0.1442 0.1048 0.9127 0.01
H -2.95486 -1.54728 5.74580 0.2225 0.2016 -0.1679 0.00
S 1.05162 0.53048 2.36648 1.1012 0.6703 2.0059 0.00
C -0.92388 -0.77847 5.70414 -0.3027 0.0450 -0.1653 0.00
C -0.89681 -3.18386 -0.22722 -0.7263 0.6790 0.0404 0.00
C -0.14094 0.11062 3.62295 -0.0822 -0.4722 0.4493 0.00
H 0.68536 2.77572 -3.50971 -0.0214 0.3109 -0.0020 0.00
H -1.82272 -3.02393 -0.79002 0.0816 -0.2938 0.0632 0.00
O 2.59287 0.40451 -0.41708 -4.9448 -0.3956 -2.0071 0.01
O 1.41292 1.93318 2.38624 -0.5853 -1.6113 -0.4777 0.00
P -0.03139 2.49100 -1.21682 0.7385 2.2243 0.0712 0.00
C -2.41696 -0.73417 3.81618 -0.0388 0.0121 -0.0894 0.01
C -2.18258 -1.06333 5.14721 0.3148 0.2440 -0.1894 0.00
P 0.43622 -2.21193 -0.99826 1.1162 -1.9207 0.6712 0.02
H 1.22554 3.27126 0.69218 0.0052 0.0118 -0.2586 0.00
H -0.73747 -1.03512 6.74008 0.0400 0.0325 -0.0388 0.00
H 0.13352 4.29473 -2.74761 -0.0566 -0.1505 -0.0596 0.00
H -1.34673 3.12145 0.68845 -0.0190 0.1060 -0.1752 0.00
H 1.01574 -4.14706 -2.31684 -0.0559 0.2212 0.0899 0.00
H 1.81770 -2.18743 1.01927 0.0051 -0.1465 -0.2240 0.00
H 2.29643 2.82472 -0.63841 -0.0938 0.3356 -0.0316 0.00
C 0.32369 -0.02755 -4.51088 -1.2617 -0.3424 -1.2390 0.05
C 1.48718 0.31659 -0.80438 6.5341 0.4791 2.3297 0.03
H -1.06438 3.07357 -3.30915 0.1252 0.0970 -0.0059 0.00
N -0.10732 0.25368 1.12224 -1.0433 -0.1203 -1.8981 0.02
H 2.80030 -2.31370 -0.44778 -0.1131 -0.1214 0.0872 0.00
C -1.31822 -0.05155 1.63586 1.9732 0.1944 0.5111 0.07
C 1.87588 -2.65868 0.03007 0.2228 0.7315 0.1354 0.00



[2]
49
Properties=species:S:1:pos:R:3:forces:R:3:mulliken_charge:R:1 method="wB97M-V/def2-TZVPD" homo_lumo_gap_ev=8.546 lumo_energy_ev=0.26 e_above_lowest_kj_mol=0.0 smiles="CC(C)[C@H](NC(=O)c1ccco1)C(=O)OCC(=O)c1ccc2c(c1)NC(=O)CO2" e_homo_ev=-8.29
H 1.34584 3.03352 3.24244 -0.0132 -0.0860 -0.0305 0.46
H 2.01843 2.40199 -1.14200 -0.1363 0.1496 0.0633 0.44
H 3.39992 2.46608 4.35199 0.0604 0.0093 0.0936 0.43
H -0.94881 -1.35430 -0.63493 -0.1304 -0.1464 -0.1169 0.01
C 1.45954 1.55088 1.05129 0.1778 -0.4862 0.2371 0.10
H -0.22278 1.33962 2.33683 0.1979 0.0243 0.0212 0.46
C -1.35238 -0.04465 -2.17314 -0.2892 0.1892 -0.4981 0.30
O 2.39768 0.99291 0.54382 -0.0583 0.0748 -0.0161 -0.59
H 1.12671 2.33567 5.63570 0.0203 0.0343 0.1184 0.43
H 3.10924 0.74005 4.22372 0.0655 -0.1235 0.0776 0.36
H -0.46926 -3.65463 0.48454 -0.2058 0.0858 -0.1940 0.65
O -0.42070 -0.75260 0.95561 -0.0203 0.0280 -0.0338 -0.92
C -2.56807 -2.12684 -3.48998 0.0992 -0.5266 -0.0933 -0.52
O -2.98283 -0.79878 -3.76493 -0.1485 0.2614 0.1776 -0.51
O 0.07218 4.50193 -2.18292 0.0813 -0.0821 0.0333 -0.63
H 0.09293 0.72429 -0.85454 0.1191 -0.0068 0.0562 0.63
O 1.72781 -2.91934 2.79763 0.1027 0.4976 0.1874 -0.38
H 0.72982 0.69771 5.11245 -0.0016 -0.1101 0.0737 0.29
H -1.61786 3.49821 -3.64070 -0.0092 0.0694 -0.0453 0.48
O 0.81377 2.58804 0.52628 -0.4742 0.3038 0.0010 -0.29
C 0.42045 -1.13261 1.76312 0.2495 -0.0323 0.4499 0.08
N -1.34391 -1.30171 -1.57914 0.1456 -0.0598 0.3788 0.18
H 1.79288 4.06011 -0.50827 -0.1256 -0.1887 -0.0838 0.38
C -1.98287 -2.36614 -2.09785 -0.0988 0.2406 -0.2926 0.54
C 1.29412 3.10678 -0.71386 0.5299 0.3238 -0.3714 -0.66
C -2.31685 1.48071 -3.76966 -0.0227 -0.3093 0.0525 -0.77
C 0.98856 -4.74950 1.76534 0.4035 0.1043 0.4144 -0.65
H -0.34872 2.03604 4.71695 -0.1373 0.0077 0.0395 0.39
H -1.80445 -2.43141 -4.22383 -0.1124 0.0308 0.1221 0.23
C -1.54692 2.49671 -3.24585 0.1893 0.0514 0.1920 -0.95
C 1.84420 -4.24936 2.70146 -0.2243 -0.7063 -0.3415 -0.46
C 0.18402 3.38009 -1.73891 0.2772 0.1112 0.4979 0.55
H -3.44722 -2.76034 -3.62470 0.2010 0.0661 0.1020 0.34
C 2.95372 1.69606 3.72750 -0.1638 0.1903 -0.1621 -1.52
O -2.04068 -3.44411 -1.54545 -0.0693 -0.3440 0.0016 -0.65
H 3.47685 1.68233 2.77453 0.1438 -0.0172 -0.0396 0.38
C 1.46486 1.98498 3.53512 -0.0338 -0.2019 0.0875 0.33
H 2.56098 -4.72482 3.34227 0.1121 0.0424 0.1174 0.48
C -0.64007 2.25708 -2.20519 -0.5832 -0.3590 -0.4104 -0.03
H -3.00779 1.66024 -4.57754 -0.0738 0.0144 -0.1155 0.45
C -2.21560 0.19276 -3.25176 0.4320 0.3396 0.2353 0.72
C 0.77599 -2.54123 1.90629 -0.5768 -0.7989 -0.7763 0.37
H 0.87011 -5.77476 1.48277 0.0264 -0.2350 -0.0087 0.48
C 0.28959 -3.64171 1.24219 0.2060 0.8584 0.3586 -0.12
H 1.86041 -0.58256 3.09684 -0.0482 -0.0955 -0.0412 0.34
C 0.85480 1.14695 2.39756 -0.1849 0.1839 -0.2550 0.07
C -0.55580 0.96939 -1.67583 -0.0470 0.2544 -0.1937 -0.17
N 1.04344 -0.27116 2.59582 0.0865 0.2107 0.1429 -0.02
C 0.69300 1.74745 4.83102 0.0616 0.1579 -0.2126 -1.48